Computed, not measured: an isolated molecule of C5H8N2S, with wB97M-V/def2-TZVPD.

```
16
Properties=species:S:1:pos:R:3:forces:R:3
C 0.620 -1.201 1.615 1.3 -1.2 1.1
C 0.587 -0.762 0.393 -1.6 1.3 -1.3
S 0.736 -1.754 -1.046 -0.5 -2.7 -0.6
C -1.055 -1.704 -1.674 3.1 -1.2 1.2
N -1.600 -0.593 -1.614 -1.3 0.9 1.0
N -1.015 0.498 -1.064 -0.4 1.7 0.6
C 0.340 0.596 -0.226 -0.2 -0.1 -2.4
C 0.450 1.967 0.480 1.2 0.1 3.9
H 0.941 -2.262 1.732 -0.6 0.9 0.4
H 0.590 -0.499 2.438 -0.1 -0.2 0.2
H -1.434 -2.728 -1.849 -0.3 1.2 -0.5
H -1.791 1.145 -0.751 1.7 -1.0 -0.4
H 1.131 0.330 -1.017 -0.9 2.6 0.7
H -0.290 2.124 1.328 0.2 -0.8 -1.0
H 0.322 3.007 -0.005 1.0 -2.1 -0.1
H 1.467 1.837 1.260 -2.5 0.8 -2.8
```
Forces are in eV/Å.

Energy relative to the best compared isomer or geometry (same formula, charge and spin), kcal per mole: 107.49
E, eV: -19125.7602
Orbital gap, eV: 9.10
LUMO level, Ha: 0.029
E_HOMO, Eh: -0.30506

natural (NBO) population analysis, charges in e, atoms 1 to 2: -0.38 -0.17